P) The following is a DFT calculation (wB97M-V/def2-TZVPD) of the molecule C2H5NO2.

Values from the calculation:
M: 75.07 u
structure (SMILES): C=[N+]([O-])OC
HOMO energy: -9.26 eV

Geometry as XYZ:
```
10
C2H5NO2 (wB97M-V/def2-TZVPD)
C -2.0199 -0.3252 0.2876
H -2.6615 -1.0647 -0.0413
O 0.2760 0.5690 0.5055
N -0.7907 -0.2609 -0.2929
H -2.0450 0.2366 1.1998
O -0.3035 -0.8330 -1.2072
H 1.5638 -0.2410 -0.8440
C 1.6632 0.4793 0.0264
H 2.0047 1.3840 -0.4311
H 2.3128 0.0560 0.7971
```

Q) The following is a DFT calculation (wB97M-V/def2-TZVPD) of the molecule C2H5NO2.

Values from the calculation:
M: 75.07 u
structure (SMILES): NCC(=O)O
HOMO energy: -9.85 eV

Geometry as XYZ:
```
10
C2H5NO2 (wB97M-V/def2-TZVPD)
H 0.9448 -0.6472 2.3977
N -0.0407 1.1378 -1.2428
H 0.8050 1.5331 -0.8366
C -0.2169 -0.2276 -0.7393
O -1.0260 -1.1890 1.2935
O 0.9683 -0.2832 1.4262
H -1.2236 -0.5630 -1.0204
C -0.1354 -0.5887 0.7573
H 0.6456 -0.8550 -1.2472
H -0.7210 1.6829 -0.7886
```

Stability check: which of them is least stable? P).